1.
Computed, not measured: an isolated molecule of C2H5NS2 in a non-equilibrium geometry, with wB97M-V/def2-TZVPD.

Values from the calculation:
HOMO level: -8.7582 eV
energy above the lowest of the compared OMol25 structures with the same formula, charge and spin: 1.413 eV
E_tot: -25314.41295 eV
E_LUMO: 0.42 eV
spin multiplicity: 1

Atoms and positions in Å:
C -0.041 -2.421 1.386
S -0.366 -1.605 -0.159
N -0.474 0.134 0.081
C 0.556 0.996 -0.240
S 0.383 2.531 -0.620
H -0.957 -2.461 2.157
H 0.950 -2.338 1.973
H -0.101 -3.462 0.934
H -1.455 0.551 -0.003
H 1.522 0.509 -0.030

2.
Computed, not measured: a 2-piece molecular cluster, C2H5NS2 overall in a non-equilibrium geometry, with wB97M-V/def2-TZVPD.

Values from the calculation:
HOMO level: -8.8628 eV
energy above the lowest of the compared OMol25 structures with the same formula, charge and spin: 3.055 eV
E_tot: -25312.77074 eV
E_LUMO: -0.07 eV
spin multiplicity: 1

Atoms and positions in Å:
C 2.820 -0.858 -1.054
N 3.557 -0.086 -0.551
S 4.514 0.723 0.355
H 2.039 -1.553 -0.930
C -0.477 0.102 0.429
S -1.072 1.613 -0.518
H -0.974 -0.138 1.376
H 0.647 0.317 0.602
H -0.463 -0.673 -0.329
H -2.200 1.961 0.187

3.
Computed, not measured: an isolated molecule of C2H5NS2 in a non-equilibrium geometry, with wB97M-V/def2-TZVPD.

Values from the calculation:
HOMO level: -8.5897 eV
energy above the lowest of the compared OMol25 structures with the same formula, charge and spin: 0.516 eV
E_tot: -25315.30993 eV
E_LUMO: 0.62 eV
spin multiplicity: 1

Atoms and positions in Å:
N -0.364 1.478 0.118
C -0.670 0.174 0.021
S -2.189 -0.387 -0.093
C 0.569 -0.772 0.266
S 2.188 -0.017 -0.083
H -1.181 2.024 -0.065
H 0.628 1.655 -0.102
H 0.630 -1.116 1.295
H 0.428 -1.686 -0.273
H 2.665 -1.158 -0.584

4.
Computed, not measured: a 2-piece molecular cluster, C2H5NS2 overall in a non-equilibrium geometry, with wB97M-V/def2-TZVPD.

Values from the calculation:
HOMO level (spin up / spin down): -8.0770 / -8.1226 eV
energy above the lowest of the compared OMol25 structures with the same formula, charge and spin: 6.298 eV
E_tot: -25309.52822 eV
E_LUMO (spin up / spin down): -3.28 / -3.28 eV
spin multiplicity: 1

Atoms and positions in Å:
C 0.552 -2.923 -0.710
C -0.326 2.090 0.419
N 0.230 -1.841 -1.198
S 0.082 3.318 1.540
S -0.621 0.365 1.138
H 1.206 -3.616 -1.456
H 0.479 -3.302 0.223
H 0.426 2.030 -0.259
H -1.172 2.474 -0.072
H -0.874 3.123 2.588

5.
Computed, not measured: an isolated molecule of C2H5NS2 in a non-equilibrium geometry, with wB97M-V/def2-TZVPD.

Values from the calculation:
HOMO level: -8.5517 eV
energy above the lowest of the compared OMol25 structures with the same formula, charge and spin: 0.348 eV
E_tot: -25315.47795 eV
E_LUMO: 0.71 eV
spin multiplicity: 1

Atoms and positions in Å:
C 1.446 -1.130 0.402
S 0.867 0.534 0.329
C -0.775 0.411 -0.376
N -1.515 1.538 -0.140
S -1.432 -0.945 -0.921
H 2.311 -1.175 1.016
H 1.785 -1.373 -0.555
H 0.691 -1.802 0.785
H -2.433 1.652 -0.670
H -0.945 2.291 0.130

6.
Computed, not measured: a 2-piece molecular cluster, C2H5NS2 overall in a non-equilibrium geometry, with wB97M-V/def2-TZVPD.

Values from the calculation:
HOMO level (spin up / spin down): -7.7943 / -7.7946 eV
energy above the lowest of the compared OMol25 structures with the same formula, charge and spin: 4.227 eV
E_tot: -25311.59921 eV
E_LUMO (spin up / spin down): -1.09 / -1.09 eV
spin multiplicity: 1

Atoms and positions in Å:
C 0.505 0.109 -1.685
C 1.541 0.182 0.686
N 1.128 0.153 -0.681
S -2.532 -0.284 -0.412
S -0.057 0.275 1.579
H -0.399 0.111 -2.254
H 2.144 -0.789 0.770
H 2.040 1.062 1.041
H -1.298 -0.358 0.179
H -3.073 -0.459 0.777

7.
Computed, not measured: C2H5NaO as an isolated structure in a non-equilibrium geometry, with wB97M-V/def2-TZVPD.

Values from the calculation:
HOMO level: -6.5822 eV
E_tot: -8615.64430 eV
E_LUMO: -0.34 eV
spin multiplicity: 1

Atoms and positions in Å:
O 1.565 -0.403 -0.136
C -0.032 0.607 0.037
C -1.133 -0.308 -0.113
H 2.311 0.192 -0.057
H -0.288 1.504 -0.548
H 0.463 1.233 0.794
H -1.515 -0.437 -1.134
H -1.931 -0.206 0.635
Na 0.560 -2.181 0.523

8.
Computed, not measured: a 2-piece molecular cluster, C2H5O2 overall in a non-equilibrium geometry, with wB97M-V/def2-TZVPD.

Values from the calculation:
HOMO level: -2.5399 eV
charge: -1
energy above the lowest of the compared OMol25 structures with the same formula, charge and spin: 0.862 eV
E_tot: -6250.27641 eV
E_LUMO: 4.81 eV
spin multiplicity: 1

Atoms and positions in Å:
O -2.330 -0.732 0.455
H -2.191 -0.544 -0.453
O -0.328 1.212 0.453
C 0.766 0.817 -0.060
C 1.333 -0.429 -0.156
H 1.389 1.656 -0.478
H 0.737 -1.289 0.136
H 2.259 -0.565 -0.699
H -1.635 -0.126 0.802

9.
Computed, not measured: an isolated molecule of C2H5O2P in a non-equilibrium geometry, with wB97M-V/def2-TZVPD.

Values from the calculation:
HOMO level (spin up / spin down): -8.8896 / -8.5409 eV
energy above the lowest of the compared OMol25 structures with the same formula, charge and spin: 3.585 eV
E_tot: -15535.07015 eV
E_LUMO (spin up / spin down): -1.38 / -1.49 eV
spin multiplicity: 1

Atoms and positions in Å:
C 1.130 -0.422 -0.264
C 0.082 0.560 0.657
O -2.482 0.982 -0.521
O 0.901 -0.470 -1.577
P -1.380 0.127 -0.291
H 2.218 -0.118 -0.256
H 1.013 -1.338 0.176
H 0.011 0.229 1.707
H 0.195 1.667 0.660
H -1.688 -1.217 -0.291

10.
Computed, not measured: a 2-piece molecular cluster, C2H5O2S overall, with wB97M-V/def2-TZVPD.

Values from the calculation:
HOMO level: -4.1845 eV
charge: -1
energy above the lowest of the compared OMol25 structures with the same formula, charge and spin: 0.581 eV
E_tot: -17086.55864 eV
E_LUMO: 3.54 eV
spin multiplicity: 1

Atoms and positions in Å:
C 0.736 -0.459 1.260
S -0.117 -1.990 0.722
H 0.763 0.288 0.473
H 1.738 -0.588 1.666
H 0.131 -0.060 2.075
O 0.695 1.032 -1.851
C -0.514 1.038 -1.558
O -1.040 1.251 -0.437
H -1.273 0.899 -2.366
H -1.120 -1.410 0.016

11.
Computed, not measured: C2H5O2Zn as an isolated structure in a non-equilibrium geometry, with wB97M-V/def2-TZVPD.

Values from the calculation:
HOMO level: -14.2675 eV
charge: +1
E_tot: -54654.67996 eV
E_LUMO: -7.96 eV
spin multiplicity: 1

Atoms and positions in Å:
O -0.151 0.811 0.950
Zn 1.535 0.985 1.093
C -0.946 -0.665 0.873
O 1.013 -0.527 -0.935
C 0.804 0.466 -1.630
H -0.513 -1.677 0.934
H -1.434 -0.613 1.864
H -1.821 -0.673 0.203
H 1.581 0.693 -2.390
H -0.068 1.200 -0.961

12.
Computed, not measured: a 2-piece molecular cluster, C2H5O3PS overall in a non-equilibrium geometry, with wB97M-V/def2-TZVPD.

Values from the calculation:
HOMO level: -10.0657 eV
energy above the lowest of the compared OMol25 structures with the same formula, charge and spin: 0.790 eV
E_tot: -28422.23305 eV
E_LUMO: -0.32 eV
spin multiplicity: 1

Atoms and positions in Å:
O 0.944 0.640 1.451
P 1.588 1.204 0.203
O 1.354 2.797 0.041
S 2.814 0.160 -0.791
H 0.574 2.968 0.634
C -0.652 -1.582 -0.030
C -1.575 -0.469 -0.513
O -1.179 0.509 -1.120
H -0.832 -1.809 0.992
H 0.369 -1.331 -0.203
H -0.766 -2.514 -0.488
H -2.639 -0.572 -0.175

13.
Computed, not measured: an isolated ion of composition C2H5O3S3 and charge -1 in a non-equilibrium geometry, with wB97M-V/def2-TZVPD.

Values from the calculation:
HOMO level: -4.9780 eV
charge: -1
energy above the lowest of the compared OMol25 structures with the same formula, charge and spin: 0.255 eV
E_tot: -40804.32678 eV
E_LUMO: 3.18 eV
spin multiplicity: 1

Atoms and positions in Å:
C 1.222 -0.829 0.352
C 0.263 0.183 -0.178
S 0.603 1.972 0.378
S 0.084 0.065 -2.006
S -1.546 -0.139 0.365
O -2.276 -0.245 -0.792
O -2.028 1.022 1.149
O -1.352 -1.341 1.145
H 1.134 -1.829 0.000
H 0.925 -0.796 1.379
H 2.267 -0.667 0.164
H -0.620 2.293 0.422
H 1.323 0.312 -2.377

14.
Computed, not measured: a 2-piece molecular cluster, C2H5OPS overall in a non-equilibrium geometry, with wB97M-V/def2-TZVPD.

Values from the calculation:
HOMO level (spin up / spin down): -6.6914 / -6.6898 eV
energy above the lowest of the compared OMol25 structures with the same formula, charge and spin: 3.492 eV
E_tot: -24322.74764 eV
E_LUMO (spin up / spin down): -0.27 / -0.28 eV
spin multiplicity: 1

Atoms and positions in Å:
C -0.014 -1.178 -0.494
C 0.567 -1.604 0.704
O -0.422 -0.723 -1.442
P -0.719 1.739 -0.833
S 0.387 1.564 0.684
H 1.132 -2.576 0.564
H -0.140 -1.673 1.462
H 1.221 -0.752 0.948
H -0.138 2.885 -1.416
H -1.873 2.319 -0.177

15.
Computed, not measured: a 2-piece molecular cluster, C2H5OS overall, with wB97M-V/def2-TZVPD.

Values from the calculation:
HOMO level: -2.4043 eV
charge: -1
energy above the lowest of the compared OMol25 structures with the same formula, charge and spin: 0.898 eV
E_tot: -15037.67529 eV
E_LUMO: 4.29 eV
spin multiplicity: 1

Atoms and positions in Å:
O 1.494 0.679 3.070
C 0.563 0.187 2.481
H 0.571 -0.848 2.118
H -0.368 0.741 2.296
C -0.450 -0.178 -2.119
S -0.255 0.007 -0.314
H 0.482 -0.088 -2.682
H -0.941 -1.126 -2.348
H -1.095 0.626 -2.502

16.
Computed, not measured: a 2-piece molecular cluster, C2H5OS overall, with wB97M-V/def2-TZVPD.

Values from the calculation:
expectation value of S²: 0.75
HOMO level (spin up / spin down): -9.9648 / -9.9511 eV
energy above the lowest of the compared OMol25 structures with the same formula, charge and spin: 0.000 eV
E_tot: -15035.77573 eV
E_LUMO (spin up / spin down): 0.77 / -2.81 eV
spin multiplicity: 2

Atoms and positions in Å:
S -0.299 -1.708 -2.348
H 0.419 -0.577 -2.449
O 1.599 0.297 1.505
C 0.736 -0.038 0.737
C -0.602 0.632 0.630
H 0.944 -0.919 0.084
H -1.302 0.095 1.272
H -0.976 0.554 -0.392
H -0.519 1.664 0.961

17.
Computed, not measured: an isolated molecule of C2H5P in a non-equilibrium geometry, with wB97M-V/def2-TZVPD.

Values from the calculation:
HOMO level: -9.5458 eV
energy above the lowest of the compared OMol25 structures with the same formula, charge and spin: 0.767 eV
E_tot: -11441.74512 eV
E_LUMO: 1.08 eV
spin multiplicity: 1

Atoms and positions in Å:
C 0.411 -0.182 0.700
C 0.036 0.566 -0.562
P -1.332 0.538 0.646
H 0.556 -1.262 0.798
H 1.110 0.557 1.135
H 0.658 1.486 -0.385
H -0.086 0.208 -1.528
H -1.903 -0.881 0.061

18.
Computed, not measured: an isolated molecule of C2H6 in a non-equilibrium geometry, with wB97M-V/def2-TZVPD.

Values from the calculation:
HOMO level: -11.6599 eV
energy above the lowest of the compared OMol25 structures with the same formula, charge and spin: 0.672 eV
E_tot: -2170.57703 eV
E_LUMO: 1.29 eV
spin multiplicity: 1

Atoms and positions in Å:
C -0.794 0.028 0.026
C 0.793 -0.037 -0.014
H -1.222 0.608 0.942
H -1.008 0.522 -0.890
H -1.185 -1.065 0.048
H 0.923 -0.076 -1.153
H 1.263 -0.841 0.665
H 1.229 0.860 0.376

19.
Computed, not measured: a 2-piece molecular cluster, C2H6BNO overall in a non-equilibrium geometry, with wB97M-V/def2-TZVPD.

Values from the calculation:
HOMO level (spin up / spin down): -7.5659 / -9.7880 eV
energy above the lowest of the compared OMol25 structures with the same formula, charge and spin: 4.718 eV
E_tot: -6381.39963 eV
E_LUMO (spin up / spin down): -0.05 / 0.18 eV
spin multiplicity: 1

Atoms and positions in Å:
B 0.808 -0.720 0.600
C -1.032 0.273 -0.179
C 0.109 1.315 0.139
N -0.389 -1.017 0.110
O 1.164 0.558 0.684
H 2.915 -2.910 -0.050
H -1.975 0.350 0.426
H -1.332 0.367 -1.339
H 0.539 1.577 -0.841
H -0.180 2.138 0.677
H -0.626 -1.931 -0.227

20.
Computed, not measured: a 2-piece molecular cluster, C2H6Br2O overall in a non-equilibrium geometry, with wB97M-V/def2-TZVPD.

Values from the calculation:
HOMO level: -10.4861 eV
energy above the lowest of the compared OMol25 structures with the same formula, charge and spin: 0.000 eV
E_tot: -144303.65362 eV
E_LUMO: 0.31 eV
spin multiplicity: 1

Atoms and positions in Å:
Br 1.704 3.190 0.193
C -0.016 2.122 0.083
C 0.243 0.697 0.614
Br -1.319 -0.457 0.956
H -0.781 2.671 0.665
H -0.330 2.130 -0.979
H 0.882 0.161 -0.114
H 0.768 0.695 1.589
O -0.064 -3.511 -1.091
H -0.673 -3.417 -0.324
H -0.414 -4.281 -1.593